(1)
The following is a quantum chemistry calculation of an isolated molecule of C4H6N2O2, from OMol25.

Positions of all 14 atoms, in Å:
H (0.424, 0.122, -2.177)
H (0.515, 2.352, -0.046)
C (0.648, -0.003, -1.127)
H (0.453, 0.159, 2.185)
C (0.667, 0.013, 1.130)
H (-2.437, -1.753, 0.081)
N (1.664, -0.664, -0.736)
H (-2.114, 0.392, 0.885)
C (-0.195, 0.538, 0.003)
O (-0.357, 1.941, -0.004)
N (1.681, -0.641, 0.729)
C (-1.615, -0.008, -0.002)
O (-1.540, -1.413, 0.003)
H (-2.114, 0.401, -0.893)

Values from the calculation:
LUMO level (eV): 0.03
E (Eh): -415.935730
SMILES string: OCC1(O)C=NN=C1
Gap between HOMO and LUMO (eV): 10.16
ΔE to the lowest compared entry with this formula, charge and spin (kcal/mol): 65.8
Total charge: 0

natural (NBO) atomic charge list, values in e, 8 entries: atom 1 (H): 0.21, atom 2 (H): 0.48, atom 3 (C): 0.06, atom 4 (H): 0.21, atom 5 (C): 0.06, atom 6 (H): 0.48, atom 7 (N): -0.23, atom 8 (H): 0.18



(2)
The following is a quantum chemistry calculation of a structure of composition C20H43N2OP3SSc at a distorted geometry, from OMol25.

Positions of all 71 atoms, in Å:
H (0.716, -3.342, -3.417)
C (2.495, 0.885, 2.095)
H (1.448, 0.361, -0.105)
C (2.180, -1.907, 2.015)
H (1.903, -4.489, -2.148)
H (3.247, -1.651, 2.123)
H (2.140, 2.753, -6.554)
C (-2.511, 1.213, -1.809)
H (-3.719, -2.679, -1.194)
H (-3.462, 1.014, -1.286)
C (2.578, 2.574, -4.487)
H (-4.478, -1.679, 0.730)
C (1.857, 2.260, -5.629)
N (-0.372, 2.769, 3.483)
N (-2.280, 2.150, 4.293)
H (-0.704, -0.726, 3.265)
H (-2.110, 3.296, 6.037)
C (-1.602, 2.316, 3.138)
H (2.730, 2.294, -2.351)
H (-1.263, -2.432, 2.036)
H (-2.480, 0.750, -2.827)
Sc (-0.816, 0.962, -0.486)
C (2.195, 2.058, -3.258)
H (-3.149, -1.279, -2.140)
C (0.739, -2.321, -3.059)
H (0.405, 0.564, 3.821)
P (1.232, -2.336, -1.319)
H (0.850, -1.158, 4.020)
H (-3.507, -1.100, 2.119)
C (0.216, 1.121, -4.273)
H (0.610, 2.567, 5.332)
C (-1.826, 2.435, -1.584)
C (-1.549, 2.546, 5.471)
H (-2.220, 3.160, -0.830)
H (2.870, 1.279, 1.142)
H (-0.267, -1.914, -3.150)
H (3.500, 3.138, -4.595)
H (1.832, -2.437, 2.921)
H (3.284, -1.515, -2.378)
C (-3.722, -0.949, 1.050)
H (-2.058, -2.672, -1.882)
H (3.561, -1.846, -0.640)
H (-4.121, 0.062, 0.913)
H (-2.258, -3.535, 1.064)
H (1.465, -1.754, -3.656)
C (2.848, -1.447, -1.375)
H (3.320, 0.392, 2.621)
H (0.283, 3.081, 2.775)
H (-0.646, -3.074, 0.507)
H (-0.130, 4.149, 5.055)
H (-0.814, 0.802, -4.179)
P (-2.181, -1.256, 0.101)
P (1.189, -0.347, 1.669)
H (2.619, -0.386, -1.163)
H (2.072, -2.606, 1.173)
H (0.248, 1.068, -6.407)
C (-2.842, -2.050, -1.422)
C (0.726, 1.455, -5.523)
H (0.981, -4.634, -0.628)
C (-0.248, 3.075, 4.891)
S (-2.184, 2.000, 1.568)
C (-1.541, -2.702, 1.015)
O (0.669, 0.983, -1.867)
C (1.774, -4.074, -1.145)
H (2.074, 1.691, 2.705)
H (-1.286, 2.877, -2.448)
C (0.985, 1.347, -3.109)
C (0.349, -0.430, 3.363)
H (-1.369, 1.683, 6.120)
H (2.729, -4.147, -0.617)
H (-3.204, 1.741, 4.310)

Values from the calculation:
LUMO level (spin up / spin down) (eV): -11.91 / -11.91
E (Eh): -3154.481651
Gap between HOMO and LUMO (spin up / spin down) (eV): 4.11 / 4.12
ΔE to the lowest compared entry with this formula, charge and spin (kcal/mol): 80.1
Total charge: +3

Mulliken atomic charge list, values in e, 8 entries: atom 1 (H): 0.59, atom 2 (C): -1.26, atom 3 (H): -0.45, atom 4 (C): -1.09, atom 5 (H): 0.51, atom 6 (H): 0.48, atom 7 (H): 0.43, atom 8 (C): -0.38



(3)
The following is a quantum chemistry calculation of an isolated molecule of C5H6O2S at a distorted geometry, from OMol25.

Positions of all 14 atoms, in Å:
H (0.348, -0.430, -2.188)
C (1.881, 2.833, 0.692)
H (-1.680, -1.306, 0.847)
C (-0.250, -0.831, -1.343)
C (-0.064, -0.178, -0.089)
O (1.140, 1.641, 0.950)
S (-1.196, -2.074, -1.662)
O (-0.537, -0.260, 2.237)
H (1.106, 1.289, -1.060)
H (1.877, 3.355, 1.673)
C (0.708, 0.954, -0.097)
H (2.859, 2.499, 0.345)
H (1.293, 3.463, -0.032)
C (-0.856, -0.567, 1.087)

Values from the calculation:
LUMO level (eV): -0.51
E (Eh): -742.712500
SMILES string: CO/C=C(\C=O)C=S
Gap between HOMO and LUMO (eV): 8.00
ΔE to the lowest compared entry with this formula, charge and spin (kcal/mol): 45.4
Total charge: 0

natural (NBO) atomic charge list, values in e, 8 entries: atom 1 (H): 0.19, atom 2 (C): -0.26, atom 3 (H): 0.15, atom 4 (C): -0.28, atom 5 (C): -0.35, atom 6 (O): -0.45, atom 7 (S): 0.02, atom 8 (O): -0.52



(4)
The following is a quantum chemistry calculation of a structure of composition C33H20F15N6O6V at a distorted geometry, from OMol25.

Positions of all 81 atoms, in Å:
O (-5.864, -3.560, 0.712)
C (-2.542, 4.588, 2.505)
C (-0.540, 2.476, 0.131)
C (-1.361, -3.148, 2.085)
C (2.781, -1.307, -1.701)
H (3.417, -2.447, -3.449)
C (1.506, 1.653, 2.918)
C (-2.806, 0.114, -1.064)
H (-3.184, 4.443, 3.360)
O (-2.215, 2.256, 2.438)
F (4.616, -0.350, -2.945)
C (-2.634, -3.699, 2.135)
H (-2.837, -4.522, 2.800)
H (-1.244, -3.771, -3.910)
C (2.914, 3.031, 1.351)
N (0.099, -1.542, 0.985)
N (0.027, 1.384, -1.632)
H (-1.649, 1.594, 1.977)
H (1.816, -3.267, 3.266)
H (-5.447, -1.876, -0.379)
F (2.820, -3.270, -0.400)
H (-0.404, -4.370, 3.592)
C (-0.260, -3.580, 2.869)
O (2.138, 0.844, 0.738)
H (1.959, -1.462, -3.707)
N (-4.904, -3.899, 1.423)
C (-1.446, 6.029, 0.922)
N (-0.206, 2.588, -1.146)
F (0.654, 0.622, 2.870)
H (-0.300, 0.119, -5.461)
F (4.031, 3.114, 0.621)
C (-3.478, -2.102, 0.458)
C (-0.943, -2.746, -3.774)
C (1.106, -1.968, 1.721)
F (2.803, 0.797, -2.756)
N (-0.371, -0.990, -2.276)
H (-0.186, 5.023, -0.507)
H (-0.837, -2.874, -1.633)
F (3.613, -0.214, 2.968)
C (2.487, -2.100, -3.002)
O (-0.531, 1.328, 0.683)
H (1.856, -2.950, -2.753)
V (0.268, -0.085, -0.445)
F (4.816, 0.747, 1.473)
F (4.425, 1.747, 3.315)
C (-0.777, -1.889, -4.872)
C (-3.682, -3.229, 1.326)
H (-2.765, 6.708, 2.469)
O (-4.989, -4.841, 2.225)
C (-0.240, -0.133, -3.323)
C (-1.944, 3.467, 1.927)
F (4.655, -2.831, -1.427)
H (-1.238, 7.023, 0.553)
C (-4.444, -1.487, -0.351)
C (0.955, -2.979, 2.684)
H (2.054, -1.478, 1.567)
F (3.107, 3.837, 2.416)
N (-1.848, -0.475, -0.347)
C (-0.021, 1.200, -2.936)
F (4.102, -1.693, 0.298)
C (-0.424, -0.584, -4.650)
O (1.707, -0.927, -1.008)
H (-2.535, 0.999, -1.625)
H (-0.937, -2.251, -5.877)
C (3.865, 0.961, 2.375)
F (0.770, 2.771, 2.860)
F (1.942, 3.584, 0.622)
H (-0.041, 2.042, -3.621)
C (-1.109, -2.084, 1.174)
C (3.607, -0.054, -2.094)
F (4.151, 0.604, -1.089)
C (-0.858, 4.931, 0.331)
C (-2.173, -1.538, 0.405)
C (-0.724, -2.242, -2.505)
H (-4.841, 0.130, -1.700)
F (2.039, 1.638, 4.151)
C (3.612, -2.256, -0.796)
C (2.556, 1.557, 1.744)
C (-2.297, 5.850, 2.006)
C (-4.098, -0.372, -1.099)
C (-1.105, 3.646, 0.811)

Values from the calculation:
LUMO level (spin up / spin down) (eV): 1.21 / 0.79
E (Eh): -4491.703023
Gap between HOMO and LUMO (spin up / spin down) (eV): 4.45 / 6.80
ΔE to the lowest compared entry with this formula, charge and spin (kcal/mol): 46.8
Total charge: -1
Spin multiplicity: 4

Mulliken atomic charge list, values in e, 8 entries: atom 1 (O): -0.77, atom 2 (C): -0.83, atom 3 (C): 0.90, atom 4 (C): 0.97, atom 5 (C): 0.88, atom 6 (H): 0.47, atom 7 (C): 0.31, atom 8 (C): -0.61